27
Properties=species:S:1:pos:R:3 method="wB97M-V/def2-TZVPD" gap_ev=8.394 lumo_ev=0.35 relative_energy_kcal_mol=50.71 homo_ev=-8.0 energy_ev=-43197.866
C -1.23452 3.67127 -1.75040
C -0.88727 2.27320 -1.44272
Cl -0.45672 1.48523 -3.05755
C 0.10569 2.16078 -0.37721
C 0.26389 0.72724 -0.00399
S 1.77322 0.02903 -0.61290
H -1.54537 3.64133 -2.93813
H -0.27392 4.49410 -1.69887
H -2.02948 4.14125 -1.03803
H -1.79004 1.68860 -1.13106
H 1.10200 2.72421 -0.51212
H -0.45092 2.55673 0.51538
H -0.54663 0.01235 -0.11953
H 0.45056 0.56626 1.03575
H 2.65867 0.31728 0.32832
C 0.93837 -2.22577 -0.07228
N 0.05524 -2.47854 1.10366
C 0.68033 -2.44277 2.42577
C -1.17008 -2.96144 0.87038
S -1.91986 -3.26213 -0.56667
H 1.92150 -1.91776 0.32946
H 1.06432 -3.11029 -0.70403
H 0.49452 -1.43914 -0.63902
H 1.54021 -3.17097 2.47013
H 1.01035 -1.41511 2.65979
H -0.06821 -2.79263 3.12159
H -1.68585 -3.27231 1.80429

48
Properties=species:S:1:pos:R:3 method="wB97M-V/def2-TZVPD" gap_ev=5.049 lumo_ev=3.83 relative_energy_kcal_mol=8.88 total_charge=-2 homo_ev=-1.2 energy_ev=-59633.372
Rb -0.00489 -0.26587 0.82227
O 2.12238 3.75266 -0.66570
C 1.93956 2.41152 -0.69297
O 0.87456 1.92605 -0.94895
C 3.21201 1.65071 -0.39040
O 2.90214 0.60917 0.47775
C 3.79178 -0.50071 0.41211
C 3.37613 -1.60749 1.44806
O 4.30797 -2.36490 1.76979
O 2.17838 -1.59920 1.79431
H 1.25842 4.15359 -0.82874
H 3.94729 2.34036 0.04008
H 3.60494 1.27643 -1.34601
H 4.82024 -0.18865 0.62461
H 3.75921 -0.95613 -0.58650
O -0.89987 -2.23048 -0.80281
N -0.55007 -3.48333 -1.02341
C -1.14752 -4.44164 -0.28723
C -0.84491 -5.77085 -0.41155
C 0.13579 -6.14078 -1.33711
C 0.74104 -5.16759 -2.08773
C 0.40587 -3.79454 -1.97727
S 1.16530 -2.60818 -2.90186
H -1.88502 -4.06841 0.40739
H -1.35014 -6.49082 0.21590
H 0.41651 -7.18076 -1.45243
H 1.51406 -5.40496 -2.80296
C -4.90924 -0.46827 -2.43656
Te -3.21976 -1.34779 -1.32220
C -2.36478 -1.15326 -3.28463
C -3.48447 -1.36620 -4.25014
C -3.30191 -1.91144 -5.51496
C -4.38035 -2.08000 -6.37558
C -5.65250 -1.70412 -5.97104
C -5.84155 -1.16948 -4.70163
C -4.77102 -0.99991 -3.83156
H -4.79382 0.61963 -2.43079
H -5.88900 -0.69643 -2.01690
H -1.52428 -1.82864 -3.41959
H -1.98167 -0.13317 -3.36614
H -2.30871 -2.22253 -5.81912
H -4.22980 -2.51445 -7.35741
H -6.49992 -1.83159 -6.63524
H -6.83811 -0.89087 -4.37418
I -3.80746 1.52314 2.69483
C -1.61686 1.99124 2.78180
H -1.49669 2.14623 3.86445
H -1.62233 3.00674 2.35370

17
Properties=species:S:1:pos:R:3 method="wB97M-V/def2-TZVPD" gap_ev=9.279 lumo_ev=-5.76 relative_energy_kcal_mol=12.91 total_charge=+1 homo_ev=-15.0 energy_ev=-13909.662
C -1.60010 -0.49181 -0.58826
C -0.13798 -0.46255 -0.11276
C 0.77629 -1.34077 -0.97674
C 0.39201 0.97271 0.00407
N 0.42922 1.44175 1.43680
I 1.85584 0.47529 2.62968
H -1.84210 0.36670 -1.21335
H -1.79058 -1.38110 -1.18201
H -2.30213 -0.50539 0.24338
H -0.12286 -0.88150 0.89841
H 0.44337 -1.35063 -2.01184
H 0.77348 -2.36347 -0.60897
H 1.80986 -0.99751 -0.96598
H 1.40317 1.08033 -0.37679
H -0.25113 1.68440 -0.51280
H -0.49117 1.31877 1.85969
H 0.65481 2.43478 1.47748

73
Properties=species:S:1:pos:R:3 method="wB97M-V/def2-TZVPD" gap_ev="5.846 / 5.222" lumo_ev="2.37 / 2.37" spin_multiplicity=2 relative_energy_kcal_mol=0.00 total_charge=-1 homo_ev="-3.5 / -2.9" energy_ev=-141071.087
V 0.06614 0.75994 0.26256
Cl -0.13466 1.15083 2.93772
C -1.83961 1.23452 3.32007
C -2.14709 1.46684 4.64886
C -3.47491 1.54659 5.03869
C -4.46378 1.39163 4.08072
C -4.12062 1.16041 2.76162
Cl -5.43368 0.97760 1.63070
C -2.79329 1.06902 2.30233
S -2.43215 0.72720 0.63736
H -1.34082 1.58072 5.35972
H -3.73471 1.72535 6.07306
H -5.51122 1.44691 4.34284
O 3.63182 -0.37120 1.92047
C 2.58814 -0.45333 1.29918
O 1.96680 0.56002 0.77625
C 1.93290 -1.82988 1.08980
P 0.27071 -1.68211 0.31491
C 0.34988 -2.55965 -1.28973
C 1.51484 -2.99146 -1.90951
C 1.48446 -3.49859 -3.20309
C 0.28650 -3.57472 -3.89249
C -0.88515 -3.14293 -3.28277
C -0.85190 -2.63958 -1.99535
C -0.69337 -2.89688 1.28986
C -1.63937 -2.43442 2.19724
C -2.35197 -3.32528 2.99046
C -2.12381 -4.68718 2.88076
C -1.18199 -5.16036 1.97420
C -0.47367 -4.27065 1.18469
H 1.81572 -2.29182 2.07232
H 2.63046 -2.46453 0.54178
H 2.47087 -2.90794 -1.41058
H 2.40868 -3.80473 -3.67650
H 0.26536 -3.94805 -4.90896
H -1.82411 -3.17554 -3.82132
H -1.76566 -2.26863 -1.54231
H -1.82778 -1.37153 2.26192
H -3.09119 -2.94690 3.68571
H -2.68156 -5.38371 3.49510
H -1.00440 -6.22472 1.87997
H 0.24689 -4.64352 0.46555
Cl 3.03560 5.97378 3.29349
C 3.41025 4.23696 3.48815
Cl 2.73655 3.24218 2.21242
H 2.99281 3.93238 4.44057
H 4.48975 4.14487 3.48658
N -0.43380 6.14525 1.04266
N -0.02464 4.94668 0.46173
N 0.77761 4.90628 -0.57965
C 0.89324 3.59578 -0.75425
N 0.18912 2.91414 0.15051
N -0.39472 3.79855 0.93438
H -0.30577 6.84756 0.32087
H -1.42651 6.04179 1.23409
H 1.45994 3.12406 -1.53850
C 3.29628 -0.02354 -4.60081
C 3.53013 0.19888 -3.22765
C 2.47639 0.41341 -2.38197
C 1.12908 0.43703 -2.83509
C 0.04897 0.66305 -1.90604
C -1.18755 0.82553 -2.51176
C -1.42102 0.66668 -3.89384
C -0.39855 0.36478 -4.74814
C 0.91399 0.26605 -4.22830
C 2.01889 0.01382 -5.08142
H 4.12705 -0.21030 -5.27185
H 4.54183 0.19309 -2.83845
H 2.65232 0.58567 -1.32817
H -2.06185 1.04194 -1.90203
H -2.43297 0.77618 -4.27136
H -0.56281 0.22629 -5.81136
H 1.82270 -0.13657 -6.13863